Entry from the Open Molecules 2025 dataset: C15H13Cl3N4O8V as an isolated structure (the ωB97M-V functional and the def2-TZVPD basis).

Results
* 2S+1: 3
* relative energy (zero: lowest compared OMol25 entry of this formula, charge and spin): 1.274 eV
* highest occupied orbital energy (alpha / beta): -11.080 / -11.116 eV
* total charge: +1
* E_tot: -101347.41794 eV

Positions of all 44 atoms, in Å:
V 0.6567 -0.9702 -0.9019
O 4.6856 0.3628 -1.4446
C 3.5048 0.3416 -1.1538
O 2.7300 -0.7344 -1.0379
C 2.8745 1.7168 -0.7876
C 3.7066 2.8030 -0.6987
C 3.2435 4.1113 -0.7992
C 1.8723 4.3765 -0.8748
C 1.0771 3.3742 -0.4134
C 1.4172 1.9536 -0.6862
O 0.4403 1.1753 -0.8751
N -0.3042 3.7425 -0.1769
O -1.1144 2.9361 0.3894
O -0.7012 4.7886 -0.6842
N 4.1674 5.1736 -0.7494
O 5.3688 4.7783 -0.5560
O 3.7188 6.3331 -0.7899
H 4.7526 2.6849 -0.7892
H 1.5160 5.3716 -1.0682
Cl -5.0003 -5.1987 -0.6826
C -3.4186 -4.6300 -0.8547
C -3.1028 -3.3389 -1.3820
C -1.8439 -2.7875 -1.4048
Cl -1.5812 -1.1650 -2.2489
C -0.7706 -3.5964 -0.9937
O 0.3829 -2.9170 -0.9270
C -1.0183 -5.0048 -0.7284
Cl 0.3326 -6.0807 -0.7414
C -2.3241 -5.4973 -0.4905
H -3.9003 -2.6901 -1.7721
H -2.5551 -6.4850 -0.0941
N -2.6302 0.1955 2.9377
C -1.4173 -0.5637 2.5458
C -1.3182 -0.3317 1.0600
N 0.0002 -0.9868 0.9489
H -2.7818 0.2056 3.9583
H -3.4340 -0.1795 2.4534
H -2.5244 1.1567 2.5916
H -1.5277 -1.6088 2.8039
H -0.5312 -0.1535 3.0786
H -1.2218 0.7422 0.6912
H -2.0652 -0.9056 0.5406
H -0.0769 -1.9658 1.2884
H 0.7155 -0.5323 1.5196

Cartesian forces, eV/Å:
3.816 0.193 -2.702
-1.461 -0.955 0.114
0.735 1.787 0.812
-2.660 -0.021 -0.064
-2.561 -1.215 -0.170
-0.431 0.589 -0.881
-1.604 -1.057 -0.297
1.899 0.670 1.464
-0.940 -2.048 -1.090
2.582 2.943 0.898
-0.629 -3.827 -0.059
-2.629 -0.554 -1.379
1.852 1.322 -0.256
0.376 -1.073 1.199
2.518 0.602 0.679
-2.812 2.402 -0.650
1.578 -1.879 -0.086
0.883 -0.444 0.175
-0.107 0.170 0.230
-0.737 0.009 -0.032
3.230 0.624 -0.006
-2.299 0.093 -0.005
-0.628 -1.576 -0.249
0.278 -1.445 1.388
0.358 1.011 -0.506
0.440 -0.064 0.222
-0.226 0.992 0.335
-0.133 0.312 0.383
-0.511 2.148 -1.138
0.032 -0.598 0.254
0.416 0.134 -0.331
-0.039 0.564 1.311
-0.747 1.658 0.399
2.052 0.306 1.057
0.418 -1.047 -0.343
-0.260 0.107 -0.432
-0.588 -0.251 0.089
-0.031 0.121 0.290
-0.228 -0.162 0.062
-0.861 -0.077 -0.195
-0.252 -1.086 0.582
-0.231 -0.152 -0.483
0.320 0.608 -0.501
-0.178 0.164 -0.088